Here is one molecule with the formula C4H7NO from the OMol25 dataset. Energies are from ωB97M-V/def2-TZVPD.

XYZ file:
```
13
Properties=species:S:1:pos:R:3
C -1.73680 -0.27937 0.37350
C -0.26781 -0.49467 0.06077
C 0.25845 0.03126 -1.16406
N 0.52902 0.50078 0.83460
C 1.82450 0.59938 0.59032
O 2.40937 0.39025 -0.48728
H -1.89710 -0.45233 1.44142
H -2.36910 -0.96161 -0.20322
H -2.02182 0.75295 0.15089
H 0.05015 -1.52324 0.26309
H 0.90930 -0.51822 -1.82907
H -0.09009 1.00601 -1.49230
H 2.40195 0.94880 1.46134
```

## Properties
total energy = -286.49859 hartree
lowest unoccupied orbital energy = -0.4099 eV
orbital gap = 8.7 eV